{
  "formula": "C84H216N16O26",
  "method": "the ωB97M-V functional and the def2-TZVPD basis",
  "e_above_lowest_kcal_mol": 123.9,
  "lumo_ev": 0.375,
  "multiplicity": 1,
  "homo_ha": -0.2985,
  "total_charge": 0,
  "total_energy_ha": -6161.6125,
  "homo_lumo_gap_ev": 8.50,
  "symbols": ["C", "O", "C", "C", "N", "C", "C", "O", "C", "H", "H", "H", "H", "H", "H", "H", "H", "H", "H", "H", "H", "H", "H", "H", "C", "O", "C", "C", "N", "C", "C", "O", "C", "H", "H", "H", "H", "H", "H", "H", "H", "H", "H", "H", "H", "H", "H", "H", "C", "O", "C", "C", "N", "C", "C", "O", "C", "H", "H", "H", "H", "H", "H", "H", "H", "H", "H", "H", "H", "H", "H", "H", "C", "O", "C", "C", "N", "C", "C", "O", "C", "H", "H", "H", "H", "H", "H", "H", "H", "H", "H", "H", "H", "H", "H", "H", "C", "O", "C", "C", "N", "C", "C", "O", "C", "H", "H", "H", "H", "H", "H", "H", "H", "H", "H", "H", "H", "H", "H", "H", "C", "O", "C", "C", "N", "C", "C", "O", "C", "H", "H", "H", "H", "H", "H", "H", "H", "H", "H", "H", "H", "H", "H", "H", "C", "O", "C", "C", "N", "C", "C", "O", "C", "H", "H", "H", "H", "H", "H", "H", "H", "H", "H", "H", "H", "H", "H", "H", "C", "O", "C", "C", "N", "C", "C", "O", "C", "H", "H", "H", "H", "H", "H", "H", "H", "H", "H", "H", "H", "H", "H", "H", "C", "O", "C", "C", "N", "C", "C", "O", "C", "H", "H", "H", "H", "H", "H", "H", "H", "H", "H", "H", "H", "H", "H", "H", "C", "O", "C", "C", "N", "C", "C", "O", "C", "H", "H", "H", "H", "H", "H", "H", "H", "H", "H", "H", "H", "H", "H", "H", "C", "C", "C", "O", "C", "N", "H", "H", "H", "H", "H", "H", "H", "H", "H", "H", "H", "C", "C", "C", "O", "C", "N", "H", "H", "H", "H", "H", "H", "H", "H", "H", "H", "H", "C", "C", "C", "O", "C", "N", "H", "H", "H", "H", "H", "H", "H", "H", "H", "H", "H", "C", "C", "C", "O", "C", "N", "H", "H", "H", "H", "H", "H", "H", "H", "H", "H", "H", "C", "C", "C", "O", "C", "N", "H", "H", "H", "H", "H", "H", "H", "H", "H", "H", "H", "C", "C", "C", "O", "C", "N", "H", "H", "H", "H", "H", "H", "H", "H", "H", "H", "H"],
  "xyz": [[-9.9376, -4.2010, 11.3829], [-8.6473, -3.6562, 11.0186], [-8.8190, -2.4306, 10.2700], [-7.4256, -1.9503, 9.7540], [-6.9806, -2.5221, 8.4517], [-5.6780, -2.0230, 8.1616], [-4.9032, -2.8068, 7.0523], [-4.7283, -4.1353, 7.4437], [-4.2158, -4.9457, 6.4132], [-9.9649, -5.0309, 12.0890], [-10.5321, -4.5120, 10.5239], [-10.5143, -3.4717, 11.9518], [-9.3505, -1.6740, 10.8473], [-9.4766, -2.6191, 9.4214], [-6.6325, -2.0394, 10.4963], [-7.4612, -0.8794, 9.5538], [-6.7760, -3.5111, 8.4362], [-5.1228, -1.9476, 9.0965], [-5.8636, -1.0314, 7.7488], [-4.0136, -2.1973, 6.8932], [-5.5059, -2.7317, 6.1472], [-3.4440, -4.3433, 5.9340], [-4.9807, -5.1394, 5.6613], [-3.8055, -5.9167, 6.6907], [-17.6268, -3.6868, 4.4576], [-18.6425, -2.6711, 4.2675], [-18.2857, -1.7002, 3.2530], [-18.4579, -0.2498, 3.8548], [-17.3139, 0.1587, 4.7164], [-17.7760, 1.2821, 5.5608], [-16.4938, 1.9091, 6.2785], [-15.5743, 0.9467, 6.8144], [-14.2810, 1.5009, 6.8921], [-17.5795, -4.4792, 3.7107], [-17.7614, -4.1955, 5.4122], [-16.5959, -3.3328, 4.4502], [-18.9874, -1.7531, 2.4206], [-17.2832, -1.8179, 2.8417], [-19.4341, -0.1877, 4.3358], [-18.4523, 0.4334, 3.0055], [-17.0643, -0.6019, 5.3322], [-18.5845, 0.9672, 6.2205], [-18.3089, 2.0679, 5.0254], [-16.8816, 2.5749, 7.0495], [-16.0366, 2.5540, 5.5281], [-13.6349, 0.7723, 7.3819], [-14.2531, 2.3941, 7.5163], [-13.8006, 1.5633, 5.9157], [-8.1200, -8.4009, 1.0390], [-8.6922, -7.1041, 1.1431], [-9.0568, -6.7707, 2.4600], [-10.2530, -7.5624, 3.0465], [-11.4381, -7.5491, 2.2121], [-12.0327, -6.2005, 2.1663], [-13.0716, -6.0261, 1.0500], [-12.5754, -6.4183, -0.2321], [-11.3804, -5.8173, -0.7265], [-7.1948, -8.4604, 1.6121], [-7.9345, -8.5704, -0.0217], [-8.6859, -9.2459, 1.4309], [-9.3108, -5.7191, 2.5928], [-8.3150, -6.9941, 3.2269], [-10.3600, -7.1968, 4.0678], [-9.9017, -8.5832, 3.1970], [-11.0595, -7.5404, 1.2758], [-11.2915, -5.4154, 2.0169], [-12.5152, -5.9628, 3.1143], [-13.5694, -5.0595, 0.9717], [-13.8740, -6.7302, 1.2703], [-11.5213, -4.7370, -0.7622], [-11.0225, -6.1228, -1.7098], [-10.6198, -6.0444, 0.0205], [-4.3709, -1.5107, 0.0834], [-4.9682, -0.2351, 0.2809], [-5.8153, 0.0178, -0.7796], [-6.8530, 1.1246, -0.4711], [-6.2117, 2.4657, -0.3861], [-7.1941, 3.4728, 0.1165], [-8.5568, 3.4904, -0.6845], [-9.3812, 4.4753, -0.0314], [-10.6975, 4.7029, -0.5415], [-3.8381, -1.6784, 1.0194], [-3.7345, -1.7497, -0.7687], [-5.2178, -2.1902, 0.1786], [-6.3891, -0.8817, -1.0024], [-5.2699, 0.1462, -1.7146], [-7.4049, 0.8327, 0.4224], [-7.5563, 1.1244, -1.3039], [-5.3825, 2.4536, 0.1903], [-6.7751, 4.4782, 0.0767], [-7.3608, 3.2821, 1.1767], [-9.0172, 2.5100, -0.5621], [-8.2941, 3.8367, -1.6840], [-11.2421, 3.7590, -0.5676], [-10.7077, 5.1718, -1.5254], [-11.1329, 5.4305, 0.1434], [-10.5805, -4.3095, 7.1953], [-11.8751, -3.7774, 7.4116], [-12.9254, -4.4880, 6.8319], [-13.2712, -3.8516, 5.4855], [-13.8035, -2.5009, 5.6322], [-13.7868, -1.7600, 4.3681], [-12.3926, -1.2258, 4.0968], [-11.4382, -2.1441, 3.6465], [-11.6274, -2.4103, 2.2551], [-10.3964, -4.2910, 6.1212], [-10.3772, -5.2579, 7.6926], [-9.8826, -3.5885, 7.6209], [-13.7700, -4.4402, 7.5193], [-12.6912, -5.5525, 6.8296], [-14.0356, -4.4518, 4.9918], [-12.4873, -3.9906, 4.7410], [-13.1683, -2.0603, 6.2822], [-14.3784, -0.8449, 4.3897], [-14.2086, -2.3706, 3.5697], [-12.0345, -0.8027, 5.0353], [-12.4762, -0.3828, 3.4109], [-10.8784, -3.0918, 1.8519], [-11.6416, -1.5216, 1.6241], [-12.5252, -2.9828, 2.0222], [-10.2838, -16.1001, 13.8773], [-10.6643, -14.7218, 14.1422], [-10.0984, -13.9175, 13.0791], [-10.7089, -12.5292, 13.2984], [-9.7252, -11.5741, 12.9080], [-10.0534, -10.6604, 11.7582], [-8.9424, -9.6087, 11.5385], [-9.5112, -8.5353, 10.7850], [-8.6844, -7.3643, 10.6565], [-9.2169, -16.1921, 13.6741], [-10.8186, -16.5551, 13.0436], [-10.4277, -16.7063, 14.7716], [-10.3050, -14.2922, 12.0766], [-9.0224, -13.8607, 13.2438], [-11.0788, -12.4401, 14.3198], [-11.6102, -12.4211, 12.6950], [-9.5693, -10.9290, 13.6693], [-10.9747, -10.0828, 11.8335], [-10.1985, -11.1464, 10.7934], [-8.0751, -9.9011, 10.9465], [-8.5732, -9.2740, 12.5079], [-7.7377, -7.7264, 10.2555], [-8.5039, -6.7115, 11.5106], [-9.1252, -6.8024, 9.8331], [-12.6630, -6.6527, 9.8118], [-13.4182, -7.5330, 8.9635], [-13.8667, -8.7504, 9.5462], [-14.8552, -9.4543, 8.5536], [-16.0768, -8.7705, 8.0658], [-16.9735, -8.3466, 9.1793], [-18.1983, -7.4302, 8.8230], [-19.0792, -8.0689, 7.9834], [-20.1917, -7.2502, 7.6316], [-11.7386, -7.1293, 10.1380], [-13.1595, -6.2488, 10.6941], [-12.3040, -5.8026, 9.2318], [-14.3722, -8.6097, 10.5016], [-12.9853, -9.3739, 9.6963], [-15.2409, -10.4198, 8.8810], [-14.2381, -9.7277, 7.6978], [-15.6758, -8.0476, 7.4855], [-16.3731, -7.7963, 9.9037], [-17.3325, -9.2322, 9.7036], [-17.7320, -6.5237, 8.4371], [-18.6374, -7.1267, 9.7733], [-20.8896, -7.9616, 7.1899], [-20.0205, -6.3810, 6.9966], [-20.7338, -7.0380, 8.5531], [-9.6699, 1.2879, 2.7130], [-11.0235, 1.4819, 3.1894], [-11.6834, 2.6762, 2.6498], [-13.2318, 2.3922, 2.7333], [-13.6891, 1.4893, 1.7014], [-15.1332, 1.1385, 1.8998], [-15.5511, -0.0160, 0.9731], [-14.6374, -1.1183, 0.9673], [-15.0263, -2.1617, 0.1318], [-9.0780, 2.1830, 2.9043], [-9.6507, 0.9468, 1.6779], [-9.1818, 0.5707, 3.3729], [-11.2844, 2.7604, 1.6390], [-11.4034, 3.6075, 3.1420], [-13.6841, 3.3739, 2.5918], [-13.4035, 1.9820, 3.7284], [-13.0372, 0.7241, 1.6031], [-15.6654, 2.0858, 1.8143], [-15.3841, 0.7602, 2.8908], [-15.6825, 0.4407, -0.0079], [-16.5379, -0.3746, 1.2658], [-14.5448, -3.1117, 0.3638], [-14.7496, -1.9716, -0.9052], [-16.0634, -2.4959, 0.1022], [-12.8348, -1.5646, 10.1063], [-11.8660, -0.8653, 10.8512], [-11.7078, 0.4128, 10.4124], [-10.7381, 1.1132, 11.3715], [-11.3283, 1.2870, 12.6953], [-10.3588, 1.9023, 13.5798], [-10.8443, 1.8176, 15.0449], [-10.8222, 0.4154, 15.3623], [-10.8745, 0.1730, 16.7512], [-13.0127, -2.5715, 10.4841], [-12.4098, -1.7311, 9.1165], [-13.7887, -1.0377, 10.0812], [-12.6176, 0.9978, 10.5472], [-11.5168, 0.5273, 9.3454], [-10.4254, 2.0322, 10.8757], [-9.8704, 0.4596, 11.4611], [-11.5900, 0.3769, 13.0464], [-10.2302, 2.9506, 13.3103], [-9.4145, 1.3614, 13.6420], [-11.8365, 2.2669, 15.0868], [-10.2477, 2.4152, 15.7342], [-10.2328, 0.8009, 17.3693], [-10.6350, -0.8760, 16.9259], [-11.9017, 0.3334, 17.0784], [-2.4298, -5.3339, -1.5099], [-3.9013, -5.2793, -1.5505], [-4.4781, -4.8306, -2.7372], [-6.0481, -5.0956, -2.5602], [-6.6462, -4.1400, -1.5525], [-7.8807, -4.5318, -1.0606], [-8.2590, -3.5374, -0.0141], [-7.3587, -3.6446, 1.0912], [-7.6158, -2.6386, 2.0156], [-1.9892, -6.1028, -2.1446], [-2.1157, -5.5694, -0.4930], [-2.0448, -4.3660, -1.8309], [-4.1041, -5.3886, -3.5956], [-4.2175, -3.7894, -2.9276], [-6.1773, -6.1257, -2.2280], [-6.5565, -4.9326, -3.5105], [-6.0399, -4.0987, -0.7458], [-7.8662, -5.5015, -0.5632], [-8.6009, -4.6499, -1.8702], [-9.2629, -3.6790, 0.3861], [-8.3320, -2.5476, -0.4647], [-6.7951, -2.6067, 2.7322], [-8.5227, -2.8938, 2.5637], [-7.7193, -1.7056, 1.4617], [-10.3293, -0.2705, 7.3449], [-9.3037, 0.4672, 6.5119], [-8.8373, 1.7578, 7.2788], [-9.8788, 2.5967, 7.7900], [-10.6788, 3.1446, 6.7613], [-8.2247, -0.4201, 6.3031], [-11.2521, 0.3030, 7.2578], [-10.0051, -0.3164, 8.3845], [-10.5757, -1.2749, 7.0007], [-9.8273, 0.8271, 5.6262], [-8.1511, 2.4576, 6.8018], [-8.3803, 1.3735, 8.1907], [-11.3630, 3.8859, 7.1743], [-11.2853, 2.4225, 6.2148], [-10.0595, 3.6944, 6.0526], [-7.9775, -0.9555, 7.1231], [-8.4249, -1.1395, 5.6230], [-17.2220, 3.9936, 3.5103], [-18.6224, 4.3780, 3.1356], [-18.9224, 5.8467, 3.5386], [-18.8650, 5.9521, 4.9865], [-18.7875, 7.3294, 5.3761], [-18.7452, 4.1798, 1.6668], [-17.1282, 4.2985, 4.5526], [-16.4867, 4.4296, 2.8341], [-17.0293, 2.9210, 3.4911], [-19.3576, 3.7619, 3.6534], [-19.9304, 6.0711, 3.1897], [-18.2578, 6.5056, 2.9796], [-17.9191, 7.8225, 4.9393], [-18.4907, 7.3389, 6.4249], [-19.7276, 7.8562, 5.2129], [-18.5518, 3.2230, 1.4075], [-19.7341, 4.2538, 1.4752], [-17.1127, -1.3902, 9.3041], [-16.3047, -2.3077, 8.3589], [-16.8255, -3.7800, 8.2346], [-16.9398, -4.4181, 9.4834], [-15.6853, -4.8145, 10.0677], [-16.3085, -1.6866, 7.0285], [-16.7229, -0.3759, 9.2183], [-17.0540, -1.6576, 10.3591], [-18.1344, -1.3800, 8.9244], [-15.2442, -2.2600, 8.6066], [-16.2040, -4.4523, 7.6432], [-17.7737, -3.7426, 7.6982], [-14.9590, -5.1768, 9.3401], [-15.7494, -5.5782, 10.8428], [-15.1776, -3.9846, 10.5592], [-15.8245, -0.8005, 7.0010], [-15.6170, -2.2224, 6.5237], [-11.8897, 0.3172, -2.3298], [-10.9700, -0.8719, -2.0332], [-11.4432, -2.1028, -2.8807], [-12.7294, -2.5675, -2.5753], [-13.0827, -3.6445, -3.4654], [-9.6011, -0.4629, -2.2817], [-11.4532, 1.1922, -1.8481], [-12.8805, 0.0416, -1.9686], [-11.9987, 0.4524, -3.4059], [-11.0807, -1.0844, -0.9699], [-10.8087, -2.9686, -2.6915], [-11.4686, -1.7781, -3.9209], [-13.3393, -3.2626, -4.4535], [-13.9552, -4.1721, -3.0800], [-12.3198, -4.4211, -3.5189], [-9.0980, -1.3100, -2.5041], [-9.6159, -0.1864, -3.2529], [-10.3651, -9.1834, 8.0382], [-9.9362, -8.9772, 6.5615], [-8.5459, -8.3170, 6.3180], [-8.6670, -6.9288, 6.4738], [-7.4676, -6.3356, 6.7696], [-10.1255, -10.2306, 5.8246], [-10.5588, -8.2581, 8.5809], [-9.6645, -9.8101, 8.5900], [-11.2883, -9.7506, 8.1565], [-10.6251, -8.2257, 6.1758], [-8.2049, -8.4965, 5.2984], [-7.7187, -8.7732, 6.8618], [-6.7678, -6.5691, 5.9671], [-7.0158, -6.7474, 7.6720], [-7.5925, -5.2534, 6.8050], [-10.4601, -10.7567, 6.6192], [-9.1987, -10.5732, 5.6152], [-13.3435, -8.0508, 5.3460], [-14.5288, -8.2975, 4.4399], [-15.2809, -7.0162, 4.0536], [-15.9671, -6.4571, 5.1655], [-17.1879, -7.1670, 5.4163], [-14.0351, -8.8511, 3.1780], [-13.6745, -7.6570, 6.3069], [-12.6564, -7.3564, 4.8625], [-12.8248, -8.9949, 5.5125], [-15.2260, -9.0368, 4.8341], [-16.0003, -7.1721, 3.2496], [-14.6130, -6.2701, 3.6231], [-17.0460, -8.1774, 5.7997], [-17.8066, -7.1126, 4.5206], [-17.7257, -6.6529, 6.2129], [-13.3297, -8.3037, 2.7060], [-13.6621, -9.7791, 3.3188]],
  "lowdin_charge": [-0.10, -0.18, -0.18, -0.15, -0.08, -0.24, -0.21, -0.18, -0.11, 0.08, 0.07, 0.08, 0.10, 0.09, 0.11, 0.11, 0.09, 0.11, 0.11, 0.12, 0.12, 0.09, 0.07, 0.09, -0.10, -0.17, -0.19, -0.18, -0.04, -0.18, -0.16, -0.23, -0.10, 0.08, 0.06, 0.07, 0.11, 0.10, 0.11, 0.10, 0.06, 0.11, 0.08, 0.12, 0.09, 0.07, 0.10, 0.07, -0.09, -0.19, -0.21, -0.20, -0.02, -0.21, -0.18, -0.19, -0.08, 0.09, 0.09, 0.08, 0.11, 0.11, 0.11, 0.10, 0.09, 0.09, 0.09, 0.10, 0.11, 0.08, 0.09, 0.06, -0.09, -0.17, -0.26, -0.19, -0.05, -0.18, -0.18, -0.23, -0.10, 0.09, 0.09, 0.06, 0.09, 0.13, 0.10, 0.09, 0.10, 0.11, 0.10, 0.09, 0.13, 0.07, 0.08, 0.09, -0.08, -0.21, -0.20, -0.18, -0.04, -0.17, -0.23, -0.16, -0.08, 0.10, 0.08, 0.06, 0.10, 0.11, 0.10, 0.10, 0.09, 0.10, 0.11, 0.12, 0.09, 0.06, 0.09, 0.07, -0.11, -0.20, -0.21, -0.22, -0.06, -0.17, -0.21, -0.26, -0.08, 0.08, 0.08, 0.08, 0.12, 0.11, 0.12, 0.12, 0.10, 0.11, 0.11, 0.12, 0.12, 0.08, 0.08, 0.07, -0.09, -0.20, -0.20, -0.19, -0.04, -0.15, -0.25, -0.18, -0.09, 0.07, 0.09, 0.07, 0.11, 0.10, 0.11, 0.10, 0.07, 0.09, 0.12, 0.09, 0.12, 0.09, 0.09, 0.09, -0.08, -0.24, -0.15, -0.20, -0.04, -0.17, -0.19, -0.18, -0.12, 0.08, 0.08, 0.07, 0.09, 0.12, 0.11, 0.09, 0.08, 0.10, 0.08, 0.12, 0.10, 0.06, 0.08, 0.09, -0.08, -0.18, -0.27, -0.20, -0.04, -0.22, -0.21, -0.20, -0.12, 0.08, 0.08, 0.09, 0.12, 0.08, 0.12, 0.10, 0.11, 0.12, 0.11, 0.12, 0.11, 0.08, 0.09, 0.08, -0.06, -0.22, -0.23, -0.13, -0.05, -0.27, -0.22, -0.18, -0.10, 0.08, 0.08, 0.08, 0.11, 0.11, 0.11, 0.11, 0.09, 0.11, 0.12, 0.10, 0.11, 0.09, 0.08, 0.08, -0.06, -0.43, -0.15, -0.20, -0.11, 0.06, 0.06, 0.07, 0.07, 0.11, 0.12, 0.11, 0.09, 0.07, 0.09, 0.03, 0.08, -0.08, -0.43, -0.18, -0.19, -0.11, 0.04, 0.08, 0.09, 0.05, 0.13, 0.12, 0.12, 0.08, 0.08, 0.09, 0.06, 0.06, -0.04, -0.39, -0.19, -0.19, -0.09, 0.05, 0.07, 0.07, 0.08, 0.11, 0.11, 0.12, 0.06, 0.08, 0.07, 0.03, 0.03, -0.05, -0.43, -0.21, -0.20, -0.09, 0.06, 0.07, 0.07, 0.08, 0.12, 0.11, 0.12, 0.09, 0.09, 0.08, 0.06, 0.08, -0.04, -0.40, -0.20, -0.19, -0.13, 0.06, 0.06, 0.08, 0.07, 0.10, 0.11, 0.13, 0.08, 0.09, 0.09, 0.05, 0.06, -0.05, -0.40, -0.20, -0.21, -0.09, 0.05, 0.06, 0.06, 0.08, 0.13, 0.12, 0.10, 0.08, 0.09, 0.06, 0.02, 0.07]
}